(1)
DFT (the ωB97M-V functional and the def2-TZVPD basis) results for a cluster of 2 separate species, C3H3Br in total.

## Properties
* LUMO level (spin up / spin down): -0.93 / -0.86 eV
* HOMO energy (spin up / spin down): -0.2814 / -0.2815 Eh
* Kohn-Sham gap (spin up / spin down): 6.729 / 6.797 eV
* energy relative to the best compared isomer or geometry (same formula, charge and spin): 735.6 kJ/mol
* multiplicity: 1

Each line ends with the Löwdin charge.
CARTESIAN COORDINATES (ANGSTROEM)
C (1.264, 1.010, 0.450)  0.0283
C (2.835, -0.487, 0.992)  -0.5436
C (0.176, 0.157, 0.007)  -0.2347
Br (4.196, -0.094, -0.126)  0.5678
H (0.421, -0.450, -0.768)  0.0427
H (-0.776, 0.704, 0.088)  0.0791
H (0.418, -0.344, 0.953)  0.0603


(2)
DFT (the ωB97M-V functional and the def2-TZVPD basis) results for the molecule C20H21N3O4.

## Properties
* LUMO level: 0.69 eV
* HOMO energy: -0.3040 Eh
* Kohn-Sham gap: 8.962 eV
* SMILES: COc1cc(C(=O)NCc2ccccn2)ccc1OCc1c(C)noc1C
* energy relative to the best compared isomer or geometry (same formula, charge and spin): 317.0 kJ/mol
* multiplicity: 1

Each line ends with the Löwdin charge.
CARTESIAN COORDINATES (ANGSTROEM)
C (-1.800, -4.184, 0.415)  -0.0757
O (-2.219, -2.893, 0.787)  -0.0719
C (-1.399, -1.846, 0.494)  -0.1863
C (-0.185, -1.943, -0.155)  0.0535
C (0.579, -0.808, -0.430)  -0.1307
C (1.870, -1.027, -1.142)  -0.4448
O (2.100, -2.041, -1.777)  0.0591
N (2.764, -0.013, -1.054)  0.0649
C (4.102, -0.148, -1.568)  -0.1194
C (5.119, 0.360, -0.583)  -0.2578
C (6.477, 0.112, -0.758)  -0.0220
C (7.369, 0.617, 0.170)  -0.0665
C (6.880, 1.353, 1.240)  -0.0680
C (5.512, 1.548, 1.324)  -0.1362
N (4.654, 1.068, 0.439)  0.0985
C (0.097, 0.439, -0.067)  -0.0235
C (-1.122, 0.550, 0.585)  0.0075
C (-1.872, -0.574, 0.888)  -0.1835
O (-3.057, -0.574, 1.559)  -0.0232
C (-3.797, 0.628, 1.641)  -0.1221
C (-4.202, 1.129, 0.293)  -0.1122
C (-4.852, 0.359, -0.720)  -0.2869
C (-5.285, -1.054, -0.630)  0.0008
N (-5.037, 1.088, -1.786)  0.1070
O (-4.539, 2.324, -1.532)  0.0110
C (-4.029, 2.356, -0.289)  -0.2694
C (-3.426, 3.627, 0.182)  0.0053
H (-0.867, -4.462, 0.914)  0.0988
H (-2.596, -4.854, 0.739)  0.0942
H (-1.671, -4.269, -0.668)  0.0999
H (0.209, -2.892, -0.482)  0.1150
H (2.665, 0.705, -0.350)  0.1059
H (4.204, 0.418, -2.506)  0.1353
H (4.273, -1.205, -1.801)  0.1275
H (6.817, -0.467, -1.603)  0.1146
H (8.430, 0.440, 0.065)  0.1064
H (7.542, 1.762, 1.987)  0.0996
H (5.072, 2.114, 2.135)  0.1062
H (0.642, 1.339, -0.305)  0.1103
H (-1.480, 1.529, 0.858)  0.1018
H (-4.683, 0.352, 2.222)  0.1406
H (-3.245, 1.400, 2.195)  0.1256
H (-6.106, -1.143, 0.081)  0.0913
H (-4.466, -1.676, -0.274)  0.0727
H (-5.619, -1.396, -1.605)  0.0844
H (-4.066, 4.462, -0.096)  0.0902
H (-3.302, 3.612, 1.261)  0.0820
H (-2.455, 3.779, -0.290)  0.0900